[1]
77
Properties=species:S:1:pos:R:3:mulliken_charge:R:1 method="wB97M-V/def2-TZVPD" homo_lumo_gap_ev="6.272 / 6.274" total_charge=+1 fmax_ev_per_a=0.89 homo_energy_ev="-10.49 / -10.49" de_lowest_kcal_mol=29.2 e_tot_ha=-5840.9873
Pt -0.0371 -0.0363 0.3956 1.59
F 4.8944 -0.3145 -1.6642 -0.33
C 4.1330 -0.2375 -0.5727 0.31
C 2.7553 -0.1487 -0.7228 -0.78
C 2.0000 -0.0620 0.4267 -0.56
C 2.5767 -0.0833 1.6995 0.60
C 3.9607 -0.1826 1.7825 1.12
F 4.5542 -0.2106 2.9852 -0.32
C 4.7605 -0.2594 0.6630 -0.94
C 1.6107 0.0283 2.7744 0.24
C 1.8427 0.0673 4.1413 -0.95
C 0.7759 0.2293 5.0077 -0.60
C -0.5126 0.3586 4.5087 -1.03
C -0.6974 0.3079 3.1454 -0.30
N 0.3320 0.1298 2.3114 -0.29
H 2.3140 -0.1567 -1.7132 0.60
H 5.8354 -0.3276 0.7510 0.53
H 2.8496 -0.0206 4.5163 0.60
H 0.9529 0.2643 6.0749 0.47
H -1.3628 0.5102 5.1573 0.52
H -1.6695 0.4221 2.6845 0.45
C -4.4462 -0.1623 -2.2893 -1.20
C -2.9457 -0.3053 -2.0039 -0.56
Ge -2.5103 0.1327 -0.1469 -0.62
C -3.5746 -1.0469 1.0330 -0.58
C -4.8232 -0.3377 1.5699 -1.42
C -3.0377 1.9782 0.1290 -0.80
C -2.1444 2.9718 0.1515 1.03
Ge -0.2417 2.4260 0.1347 0.46
C 0.8196 3.1105 1.6471 0.11
C 1.0909 4.6104 1.8024 -1.39
C 0.6618 2.6834 -1.5872 -0.37
C 0.7177 4.1001 -2.1691 -1.22
C -2.5460 4.4185 0.1724 0.31
C -1.5859 5.4214 0.1081 0.29
C -1.9263 6.7688 0.1236 -1.40
C -3.2562 7.1411 0.2069 -0.49
C -4.2351 6.1550 0.2695 -0.81
C -3.8852 4.8164 0.2508 -0.49
H -4.6822 -0.3898 -3.3303 0.39
H -4.7932 0.8546 -2.0939 0.30
H -5.0374 -0.8415 -1.6702 0.29
H -2.3684 0.3695 -2.6394 0.43
H -2.6113 -1.3226 -2.2248 0.34
H -2.9549 -1.4022 1.8593 0.53
H -3.8545 -1.9329 0.4575 0.59
H -4.5631 0.5644 2.1285 0.31
H -5.3898 -0.9879 2.2397 0.39
H -5.4925 -0.0365 0.7623 0.32
H -4.1020 2.2087 0.1505 0.42
H 1.7752 2.5825 1.5578 0.11
H 0.3404 2.7391 2.5565 0.18
H 1.5606 5.0410 0.9158 0.29
H 1.7720 4.7809 2.6389 0.42
H 0.1797 5.1712 2.0044 0.39
H 0.1766 2.0136 -2.3038 0.38
H 1.6772 2.3055 -1.4411 0.26
H -0.2750 4.4937 -2.3840 0.34
H 1.2781 4.0915 -3.1056 0.41
H 1.2207 4.8003 -1.5002 0.24
H -0.5412 5.1546 0.0349 0.49
H -1.1495 7.5216 0.0712 0.41
H -3.5328 8.1875 0.2220 0.40
H -5.2795 6.4334 0.3303 0.41
H -4.6731 4.0775 0.2990 0.40
C 1.7630 -5.4695 0.4426 -0.85
N 0.8358 -4.3486 0.3010 0.14
C -0.5186 -4.4312 0.0781 -0.64
C -0.9725 -3.1534 0.0193 -0.31
N 0.0869 -2.2885 0.2076 -0.14
C 1.1552 -3.0487 0.3725 -0.45
H 1.2173 -6.3917 0.2712 0.31
H 2.1849 -5.4877 1.4444 0.33
H 2.5614 -5.3902 -0.2909 0.34
H -1.0248 -5.3758 -0.0203 0.42
H -1.9732 -2.8012 -0.1539 0.19
H 2.1625 -2.6956 0.5283 0.46

***

[2]
63
Properties=species:S:1:pos:R:3:mulliken_spin:R:1 method="wB97M-V/def2-TZVPD" homo_lumo_gap_ev="7.165 / 7.145" total_charge=+1 fmax_ev_per_a=3.70 homo_energy_ev="-11.16 / -11.17" multiplicity=3 e_tot_ha=-3401.3220
W -0.3469 0.1547 -0.1943 1.81
F -1.7694 -4.1776 3.0105 0.00
C -0.8539 -3.2954 2.7372 0.00
F 0.3356 -3.6920 3.1938 0.00
F -1.2308 -2.1388 3.2464 0.00
S -0.6253 -3.0485 0.8244 0.03
O 0.0543 -1.7411 0.7540 0.02
O -1.9201 -3.0407 0.1667 0.00
N 0.2125 -4.2660 0.4937 0.00
S 0.7255 -4.5101 -0.9927 0.00
O 0.4312 -3.3738 -1.8483 0.00
O 0.4870 -5.8506 -1.4155 0.00
C 2.5451 -4.5094 -0.7030 0.00
F 3.0549 -4.6530 -1.8860 0.00
F 2.8897 -3.3176 -0.1312 0.00
F 2.9442 -5.4393 0.0992 0.00
O -1.7505 -0.9203 -1.3952 0.04
C -1.9005 -1.1063 -2.8044 0.01
C -1.8405 0.1674 -3.5989 0.01
C -0.4694 0.8965 -3.7977 0.01
C -0.1768 2.0713 -2.8698 0.02
C 0.2503 3.3110 -3.3504 -0.01
C 0.3878 4.4128 -2.5625 0.02
C 0.0383 4.3530 -1.2171 -0.01
C -0.2717 3.0759 -0.7601 0.03
N -0.3659 1.9364 -1.5101 -0.08
H -1.7884 -1.8406 -1.0330 -0.01
H -2.9258 -1.5097 -2.9635 0.00
H -1.2062 -1.8449 -3.1522 0.00
H -2.6356 0.8437 -3.2471 0.00
H -2.2649 -0.0105 -4.6006 0.00
H -0.4597 1.2363 -4.8618 0.00
H 0.3336 0.1058 -3.6998 0.00
H 0.5162 3.3867 -4.3449 0.00
H 0.8098 5.3397 -2.9438 0.00
H 0.2091 5.2259 -0.5980 0.00
H -0.4412 3.0078 0.3090 0.00
C -4.7499 0.0324 2.0962 0.01
C -3.6461 -0.1578 2.8813 0.00
C -2.3763 0.0724 2.2858 0.02
N -2.2475 0.4223 0.9870 0.02
C -3.3677 0.5824 0.2202 0.04
C -4.6325 0.3947 0.7484 -0.01
H -5.6828 -0.0698 2.5988 0.00
H -3.7906 -0.2869 3.9365 0.00
H -1.4826 0.0021 2.8854 0.00
H -3.3312 0.8534 -0.8157 0.00
H -5.4802 0.6031 0.1523 0.00
I 7.2662 2.2350 1.9523 0.00
C 5.2563 2.0546 2.2075 0.00
C 4.5339 2.1665 1.0861 0.00
C 3.2084 1.7466 0.9804 0.00
C 2.5824 1.3778 2.1736 -0.01
C 3.2558 1.4794 3.4024 0.00
C 4.6028 1.7300 3.4640 0.00
C 1.2082 1.0083 2.2722 0.02
O 0.6135 0.5919 3.2574 0.01
O 0.4242 1.1867 1.1482 -0.01
H 5.0922 2.3520 0.1501 0.00
H 2.7271 1.7481 0.0355 0.01
H 2.6064 1.1709 4.2904 0.00
H 5.1669 1.6870 4.4102 0.00
F 1.2616 -0.2221 -1.1598 0.03

***

[3]
17
Properties=species:S:1:pos:R:3:nbo_charge:R:1 method="wB97M-V/def2-TZVPD" homo_lumo_gap_ev=8.299 total_charge=0 fmax_ev_per_a=0.39 homo_energy_ev=-8.29 de_lowest_kcal_mol=116.4 e_tot_ha=-272.5324
C -1.8659 -0.1028 -0.0327 -0.41
C -1.0783 0.8658 -0.8749 -0.41
C -0.3974 -0.3020 -0.2339 -0.08
C 0.3228 -1.4614 -0.9092 -0.59
C 1.4974 -1.3730 0.0573 0.21
C 1.5341 1.0027 1.0186 -0.59
C 0.7341 -0.2774 0.7980 -0.39
H -2.5434 -0.7866 -0.5394 0.21
H -2.2111 0.2300 0.9437 0.21
H -1.2259 0.8512 -1.9521 0.22
H -0.8841 1.8536 -0.4621 0.22
H -0.1611 -2.4469 -0.8415 0.26
H 0.6362 -1.3399 -1.9559 0.25
H 1.9336 1.3788 0.0704 0.21
H 0.9047 1.7884 1.4506 0.21
H 2.3762 0.8159 1.6916 0.23
H 0.4279 -0.6965 1.7717 0.25

***

[4]
17
Properties=species:S:1:pos:R:3:nbo_charge:R:1 method="wB97M-V/def2-TZVPD" homo_lumo_gap_ev=9.073 total_charge=+1 fmax_ev_per_a=2.62 homo_energy_ev=-13.73 de_lowest_kcal_mol=53.2 e_tot_ha=-554.7690
C 0.9626 0.8230 0.7011 -0.50
C 1.9178 -0.0479 -0.1818 -0.21
C -0.0374 -0.1325 1.2635 -0.41
C -2.3536 0.5126 -0.7542 -0.96
N 1.1322 -1.1651 -0.6819 -0.84
P -1.5601 -0.3197 0.6379 1.02
H 1.5514 1.2593 1.5275 0.27
H 0.4995 1.5958 0.1083 0.23
H 2.2787 0.5135 -1.0135 0.20
H 2.8428 -0.4081 0.4473 0.21
H 0.0401 -0.8714 2.1676 0.30
H -3.3138 0.9303 -0.3218 0.29
H -2.6140 -0.2506 -1.4853 0.29
H -1.7342 1.3458 -1.2461 0.30
H 0.8112 -0.7617 -1.5778 0.35
H 1.9269 -1.7617 -0.9681 0.38
H -2.3499 -1.2616 1.3771 0.09

***

[5]
111
Properties=species:S:1:pos:R:3:mulliken_spin:R:1 method="wB97M-V/def2-TZVPD" homo_lumo_gap_ev="6.484 / 2.140" total_charge=+1 fmax_ev_per_a=5.67 homo_energy_ev="-9.42 / -9.42" de_lowest_kcal_mol=8.4 multiplicity=2 e_tot_ha=-18472.0634
C 17.7340 15.3677 4.2125 0.00
N 16.8993 16.3918 3.7093 0.00
O 16.1608 16.2440 2.7602 0.00
O 17.0325 17.4446 4.2869 0.00
H 18.6328 15.7949 4.6574 0.00
H 18.0184 14.8430 3.3004 0.00
H 17.0114 14.7326 4.7248 0.00
C 22.2901 21.7574 6.0478 0.00
N 22.1413 21.1615 7.3888 0.00
O 22.8309 21.5436 8.3738 0.00
O 21.3473 20.2359 7.5120 0.00
H 22.6214 20.9726 5.3677 0.00
H 23.0688 22.5134 6.1488 0.00
H 21.3013 22.0008 5.6591 0.00
O 23.1274 12.8048 12.8944 0.00
P 22.2396 14.0032 12.8215 0.00
N 21.8001 14.5823 11.2677 0.00
C 20.4844 14.2256 10.6468 0.00
C 22.8012 14.8593 10.2466 0.00
N 23.0785 15.3281 13.5417 0.00
C 22.8522 16.7446 13.1994 0.00
C 24.1450 15.2651 14.5682 0.00
N 20.7543 13.9056 13.6382 0.00
C 20.0628 15.0848 14.0042 0.00
C 20.2418 12.6601 14.2482 0.00
H 19.7639 13.9440 11.4147 0.00
H 20.6874 13.3983 9.9668 0.00
H 20.1763 15.0339 9.9837 0.00
H 23.3512 13.9658 9.9510 0.00
H 23.4997 15.6165 10.6029 0.00
H 22.3134 15.2868 9.3707 0.00
H 23.0793 16.9069 12.1458 0.00
H 21.7824 16.9241 13.3060 0.00
H 23.4978 17.4012 13.7826 0.00
H 23.7630 15.4662 15.5691 0.00
H 24.5881 14.2704 14.6171 0.00
H 24.9908 15.9122 14.3362 0.00
H 20.2140 15.8500 13.2428 0.00
H 18.9922 14.9794 14.1796 0.00
H 20.5528 15.4406 14.9105 0.00
H 19.1787 12.7724 14.0356 0.00
H 20.4033 12.5707 15.3224 0.00
H 20.5989 11.7933 13.6921 0.00
O 15.8291 22.7028 6.8210 0.00
P 15.6758 21.5311 5.9202 0.00
N 13.9692 21.1702 5.7371 0.00
C 13.4860 20.0272 4.9249 0.00
C 13.0696 22.1750 5.9201 0.00
N 16.4767 20.1362 6.3926 0.00
C 15.7940 19.1149 7.2831 0.00
C 17.8950 20.1494 6.5584 0.00
N 16.0140 21.7584 4.2018 0.00
C 16.0417 20.5810 3.2579 0.00
C 15.7744 23.0346 3.4245 0.00
H 14.2645 19.3027 4.6861 0.00
H 13.2134 20.4706 3.9672 0.00
H 12.5552 19.6116 5.3110 0.00
H 12.0519 21.7864 5.9592 0.00
H 13.1298 22.9718 5.1787 0.00
H 13.2657 22.6122 6.8991 0.00
H 16.3224 18.8119 8.1871 0.00
H 14.8678 19.5597 7.6468 0.00
H 15.7869 18.1799 6.7228 0.00
H 18.3800 19.2566 6.1638 0.00
H 18.3603 21.0477 6.1526 0.00
H 18.0977 19.9945 7.6181 0.00
H 16.4818 20.9027 2.3141 0.00
H 16.4291 19.6471 3.6654 0.00
H 15.0376 20.3320 2.9146 0.00
H 16.1002 23.9238 3.9641 0.00
H 14.7380 23.1676 3.1141 0.00
H 16.2160 23.0910 2.4295 0.00
O 21.3546 18.0130 -2.2005 0.02
P 20.0268 18.2936 -1.5169 -0.03
N 20.1225 18.0602 0.1886 0.01
C 19.6720 16.8788 0.7636 0.00
C 21.1218 18.6721 1.0039 -0.01
N 18.6501 17.4634 -1.9791 0.40
C 18.4642 16.8396 -3.3034 -0.02
C 17.3011 17.7728 -1.3524 0.00
N 19.3938 19.8057 -1.8184 0.49
C 18.7729 20.7078 -0.7864 -0.02
C 19.8678 20.4163 -3.0555 -0.02
H 18.6057 16.7779 0.5612 0.00
H 19.8982 16.7954 1.8266 0.00
H 20.2858 16.0867 0.3348 0.00
H 21.2972 19.6599 0.5779 0.00
H 22.0107 18.0416 0.9794 0.00
H 20.8096 18.7868 2.0419 0.00
H 17.8975 17.4471 -4.0091 0.02
H 19.3924 16.5707 -3.8077 0.00
H 17.8191 15.9741 -3.1527 0.02
H 17.1826 17.6925 -0.2719 0.00
H 16.9900 18.7768 -1.6413 0.01
H 16.6134 17.0391 -1.7730 0.00
H 19.4840 21.0536 -0.0362 0.03
H 18.2057 21.5282 -1.2261 0.00
H 18.1640 20.0817 -0.1342 0.02
H 20.9563 20.3936 -3.1078 0.02
H 19.5154 21.4451 -2.9810 0.00
H 19.5741 19.8966 -3.9676 0.03
C 20.6606 17.2613 6.6813 0.00
Br 22.4809 17.1961 7.4458 0.00
Br 19.6660 15.5801 7.0452 0.00
Br 20.5170 17.9011 4.7914 0.00
H 20.0984 17.9883 7.2673 0.00
C 23.4223 15.2810 4.1542 0.00
Br 21.7509 14.2505 3.7170 0.00
Br 23.7527 16.8423 3.0244 0.00
Br 25.0093 14.1096 4.0648 0.00
H 23.2879 15.5861 5.1920 0.00

***

[6]
12
Properties=species:S:1:pos:R:3:nbo_charge:R:1 method="wB97M-V/def2-TZVPD" homo_lumo_gap_ev=9.733 smiles="N#C[C@H]1CN=CN1" total_charge=0 fmax_ev_per_a=2.49 homo_energy_ev=-9.61 de_lowest_kcal_mol=52.0 e_tot_ha=-319.6294
N 2.5317 -0.6540 0.9357 -0.26
C 1.3772 -0.7151 0.8469 0.18
C 0.5926 -0.1727 -0.3514 -0.12
C -0.7043 -0.9242 -0.5371 -0.26
N -1.6552 -0.1943 0.3111 -0.44
C -1.1220 0.9459 0.5158 0.25
N 0.1243 1.1541 -0.0656 -0.61
H 1.2930 -0.1894 -1.1924 0.24
H -1.0172 -0.8705 -1.5846 0.21
H -0.5967 -1.9707 -0.2444 0.22
H -1.5962 1.7484 1.0721 0.20
H 0.7728 1.8424 0.2939 0.41

***

[7]
26
Properties=species:S:1:pos:R:3:mulliken_spin:R:1 method="wB97M-V/def2-TZVPD" homo_lumo_gap_ev="9.446 / 7.110" total_charge=0 fmax_ev_per_a=5.13 homo_energy_ev="-9.03 / -9.47" de_lowest_kcal_mol=59.1 multiplicity=2 e_tot_ha=-614.4446
C 1.2132 -0.2788 -3.3489 0.00
C 1.4807 1.1010 -2.8546 0.00
C -0.2618 -0.6748 -3.6462 0.00
O -1.0008 -1.0487 -2.5651 0.00
O -0.8235 -0.5065 -4.7169 0.00
H 1.7883 -0.5199 -4.1271 0.00
H 1.4596 -1.0227 -2.5680 0.00
H 0.9716 1.8430 -3.5010 0.00
H 2.6221 1.3078 -2.9497 0.00
H 1.1709 1.3834 -1.8438 0.00
C 0.5814 -0.7560 4.0109 0.00
C -1.3842 -0.7976 0.9747 0.16
C -0.8937 -1.1122 2.1541 -0.06
C -1.1050 0.4877 0.4529 0.08
C -0.3188 -0.1442 2.9712 0.30
C -1.0479 1.5169 1.3505 0.25
C -0.4083 1.2278 2.5672 -0.08
O -1.1895 0.6466 -0.7615 0.29
H -1.7269 -1.4318 0.1271 0.01
H -0.8828 -2.1652 2.5604 0.00
H -0.9039 -0.7744 -1.6255 0.00
H -1.4500 2.4642 1.1322 0.00
H 1.0601 -1.6822 3.7296 0.01
H -0.2628 -0.8917 4.7294 0.04
H 0.1468 1.8030 3.3053 0.00
H 1.1649 0.0251 4.4427 0.00

***

[8]
99
Properties=species:S:1:pos:R:3:mulliken_charge:R:1 method="wB97M-V/def2-TZVPD" homo_lumo_gap_ev=7.128 total_charge=+1 fmax_ev_per_a=1.30 homo_energy_ev=-11.00 e_tot_ha=-4731.7976
C 2.5328 -1.9825 3.8186 -1.25
C 1.4842 -1.6078 2.7648 -0.31
C 1.7582 -0.1909 2.2218 -0.46
Br 2.8512 -0.1899 0.6275 0.03
C 0.4929 0.6213 2.0989 0.38
C -0.4322 0.4300 1.0620 0.21
S -0.2989 -0.8410 -0.1640 0.05
C -1.5514 1.2077 1.0091 -0.57
N -1.7637 2.1408 1.9346 0.30
C -0.9442 2.3548 2.9734 0.23
C -1.3377 3.4535 3.9206 -0.78
C -2.8224 3.4977 4.3379 -1.11
C -3.3709 2.1572 4.7586 0.81
O -3.3422 1.1704 4.0681 -0.47
O -3.9005 2.1779 5.9932 -0.48
C 0.1947 1.5861 3.0919 0.20
C 1.0412 1.8266 4.3178 -2.13
C 0.3263 1.2613 5.5659 0.37
C 0.6904 1.8121 6.8831 -0.85
O 1.1233 0.5168 6.4443 -0.53
H 3.5118 -1.6351 3.4882 0.32
H 2.5647 -3.0496 4.0008 0.39
H 2.3210 -1.4411 4.7392 0.28
H 1.4501 -2.3304 1.9562 0.49
H 0.5181 -1.5617 3.2703 0.35
H 2.3842 0.3103 2.9378 0.35
H -0.1277 -0.0977 -1.2652 0.15
H -2.2962 1.0741 0.2424 0.57
H -2.6136 2.6820 1.8664 0.30
H -1.1204 4.3911 3.4032 0.38
H -0.7200 3.4517 4.8090 0.31
H -3.4372 3.8991 3.5333 0.41
H -2.9153 4.1864 5.1709 0.45
H -4.6260 1.5342 6.0307 0.36
H 1.2164 2.8842 4.4760 0.69
H 1.9613 1.2630 4.3090 0.25
H -0.7047 0.9413 5.4232 0.67
H 1.4940 2.5359 6.8832 0.28
H -0.0399 1.7667 7.6771 0.34
C 3.0616 1.5974 -2.6449 -1.22
C 1.8474 0.9140 -3.2473 0.34
O 0.7253 1.7577 -3.4314 -0.41
C 0.9211 2.8638 -4.3028 -0.40
C 1.3215 2.4748 -5.7130 -0.84
H 2.8032 2.0632 -1.6922 0.28
H 3.8436 0.8569 -2.4699 0.36
H 3.4798 2.3683 -3.2923 0.32
H 1.5045 0.1349 -2.5626 -0.16
H 2.1143 0.4102 -4.1820 0.29
H 1.6520 3.5594 -3.8752 0.31
H -0.0360 3.3853 -4.3189 0.33
H 2.2862 1.9680 -5.7460 0.13
H 1.4023 3.3647 -6.3368 0.38
H 0.5779 1.8088 -6.1529 0.30
C -0.7296 -6.1558 -4.7739 -1.02
C -0.2514 -5.9340 -3.3498 -0.32
O 0.4092 -4.6956 -3.1458 -0.43
C -0.3490 -3.5346 -3.4127 -0.10
C -1.6008 -3.3981 -2.5604 -1.03
H 0.1040 -6.0794 -5.4728 0.29
H -1.1723 -7.1475 -4.8668 0.39
H -1.4848 -5.4277 -5.0730 0.27
H 0.4860 -6.6923 -3.0888 0.34
H -1.0825 -6.0470 -2.6441 0.29
H -0.6037 -3.4732 -4.4767 0.28
H 0.3276 -2.7026 -3.2062 0.11
H -2.3183 -4.1972 -2.7471 0.36
H -2.0980 -2.4511 -2.7781 0.35
H -1.3428 -3.4230 -1.5002 0.24
C -4.5588 -1.7781 5.5158 -0.91
C -5.0683 -1.6477 6.9414 -0.48
O -6.4310 -1.2808 7.0312 -0.43
C -7.3614 -2.1807 6.4485 -0.31
C -7.3352 -3.5746 7.0492 -1.04
H -4.7247 -0.8498 4.9684 0.21
H -3.4887 -1.9905 5.5199 0.36
H -5.0537 -2.5802 4.9678 0.33
H -4.5277 -0.8470 7.4503 0.34
H -4.8708 -2.5639 7.5079 0.34
H -7.2202 -2.2282 5.3626 0.30
H -8.3368 -1.7265 6.6191 0.33
H -6.3809 -4.0767 6.8848 0.27
H -8.1131 -4.1882 6.5951 0.39
H -7.5108 -3.5305 8.1243 0.29
C 6.7918 1.9469 -6.9417 -1.05
C 5.5930 1.2447 -7.5561 -0.34
O 4.4687 2.0830 -7.7549 -0.37
C 4.6626 3.1937 -8.6137 -0.33
C 5.0762 2.8228 -10.0270 -1.08
H 6.5197 2.4066 -5.9903 0.27
H 7.5937 1.2295 -6.7658 0.40
H 7.1855 2.7300 -7.5904 0.27
H 5.2454 0.4598 -6.8835 0.34
H 5.8767 0.7527 -8.4929 0.30
H 5.3817 3.8958 -8.1764 0.32
H 3.6993 3.7038 -8.6376 0.31
H 6.0468 2.3263 -10.0544 0.27
H 5.1477 3.7210 -10.6406 0.39
H 4.3429 2.1521 -10.4762 0.30